1.
Formula: C20H53F6N2O15
Source: OMol25
Level of theory: ωB97M-V/def2-TZVPD

Positions of all 96 atoms, in Å:
O: 1.0398 4.9775 -1.6214
C: 0.6021 4.3143 -2.4976
O: 0.4937 4.9134 -3.7725
C: 0.0927 2.8299 -2.3270
F: -1.0579 2.9208 -1.5630
F: -0.3102 2.3811 -3.5686
C: 1.1027 1.8632 -1.5848
F: 2.2864 2.4654 -1.2165
F: 0.4969 1.4968 -0.3985
C: 1.4138 0.5202 -2.3505
F: 0.2577 -0.1825 -2.4632
F: 2.2737 -0.1946 -1.5286
C: 2.1730 0.6929 -3.7208
O: 2.1518 -0.1862 -4.5272
C: 2.9388 1.9952 -4.1099
C: 4.2887 2.1596 -3.6831
N: 4.5567 3.4516 -4.2060
C: 3.4994 3.9709 -4.8672
N: 2.4591 3.0806 -4.8398
H: -0.3208 5.4531 -3.8034
H: 4.9487 1.4814 -3.1078
H: 5.4469 3.9378 -4.0746
H: 3.3834 4.9514 -5.3678
H: 1.5224 3.1980 -5.2384
C: 4.7545 -0.7251 1.1095
O: 5.6069 0.4102 0.9574
H: 5.3692 -1.6149 1.2231
H: 4.1323 -0.6011 1.9974
H: 4.1241 -0.8318 0.2221
H: 5.0391 1.1816 0.8598
C: 3.1509 2.9019 3.2463
O: 2.4234 1.6798 3.2352
H: 3.5604 3.0544 4.2428
H: 3.9707 2.8549 2.5233
H: 2.4856 3.7334 2.9985
H: 2.0714 1.5669 2.3456
C: 1.8601 -2.2059 3.0496
O: 3.0224 -3.0146 2.9139
H: 1.9856 -1.3034 2.4523
H: 0.9864 -2.7564 2.6937
H: 1.7257 -1.9302 4.0986
H: 2.8842 -3.8037 3.4512
C: 1.9042 -2.8897 -7.4370
O: 2.3632 -3.2442 -6.1388
H: 2.4465 -3.4819 -8.1715
H: 0.8350 -3.0987 -7.5243
H: 2.0906 -1.8276 -7.6214
H: 1.8710 -2.7097 -5.5065
C: 4.1594 -5.6747 5.1824
O: 2.8561 -5.2490 5.5749
H: 4.4161 -5.1958 4.2388
H: 4.8863 -5.3850 5.9441
H: 4.1680 -6.7590 5.0518
H: 2.6543 -5.6864 6.4098
C: -2.1383 -2.6119 1.1999
O: -1.6810 -2.9605 2.4982
H: -1.5931 -3.2057 0.4675
H: -3.2074 -2.8242 1.1118
H: -1.9548 -1.5499 1.0124
H: -2.1753 -2.4239 3.1284
C: -4.6436 1.8749 -1.2196
O: -4.5375 2.8836 -2.2248
H: -5.6670 1.5126 -1.1926
H: -3.9749 1.0458 -1.4581
H: -4.3835 2.2971 -0.2447
H: -3.6244 3.1866 -2.2284
C: -6.6394 -1.5134 -2.2934
O: -5.6760 -0.9580 -1.4015
H: -6.8152 -0.8069 -3.1020
H: -6.2622 -2.4517 -2.7089
H: -7.5758 -1.6914 -1.7609
H: -5.5375 -1.5987 -0.6954
C: -8.3679 1.8765 -3.5060
O: -9.1119 0.6632 -3.5228
H: -7.9713 2.0278 -2.5035
H: -7.5387 1.8158 -4.2158
H: -9.0177 2.7156 -3.7666
H: -9.4524 0.5503 -4.4168
C: -0.4061 5.7104 1.9305
O: -1.3095 4.6540 1.6279
H: -0.5232 5.9812 2.9780
H: 0.6218 5.3801 1.7556
H: -0.6293 6.5797 1.3064
H: -1.1890 4.4315 0.6990
C: -0.7457 -1.1088 6.0958
O: -0.6576 -0.0934 5.1051
H: -1.7688 -1.4789 6.1320
H: -0.0731 -1.9314 5.8394
H: -0.4763 -0.6945 7.0707
H: 0.2562 0.2144 5.0955
C: -0.6922 -6.1701 4.8557
O: -0.5792 -5.0420 5.7122
H: -1.7384 -6.4672 4.8053
H: -0.3414 -5.9085 3.8542
H: -0.0997 -6.9972 5.2558
H: 0.3552 -4.7992 5.7394

- charge = +1
- HOMO-LUMO gap (eV) = 6.871
- E_LUMO (eV) = -4.338
- highest occupied orbital energy (hartree) = -0.4120
- energy relative to the best compared isomer or geometry (same formula, charge and spin) (kcal/mol) = 0.00

Here are the Löwdin charges for atoms 1 to 5, given in e:
1 O 0.216
2 C -0.355
3 O 0.050
4 C -0.266
5 F 0.128



2.
Formula: C20H53N4O15S4
Source: OMol25
Level of theory: ωB97M-V/def2-TZVPD

Positions of all 96 atoms, in Å:
C: 3.3901 0.4479 0.4777
C: 4.3942 0.9844 -0.7024
N: 5.0934 -0.1289 -1.4833
C: 6.5534 -0.5275 -1.1970
N: 6.5423 -1.8824 -0.5221
C: 4.3759 -0.7730 -2.4973
N: 5.0104 -1.8935 -3.3228
N: 2.9289 -0.4079 -2.7893
C: 2.7946 0.5172 -3.9788
O: 1.3996 0.4515 -4.4582
C: 0.4409 0.6332 -3.3285
O: -0.1324 -0.6234 -2.8378
C: 0.0197 -0.8050 -1.3912
C: 0.5061 -2.3400 -0.9542
O: 0.9187 -3.1718 -2.0950
H: 3.9212 0.6118 1.5196
H: 2.4490 1.1828 0.4879
H: 2.9636 -0.6302 0.3187
H: 5.2307 1.6338 -0.1599
H: 3.8243 1.6963 -1.4705
H: 7.1899 -0.6407 -2.1974
H: 7.1096 0.3175 -0.5684
H: 7.4798 -2.3505 -0.5385
H: 6.1630 -1.8156 0.4571
H: 5.9292 -1.5910 -3.7306
H: 5.1021 -2.7765 -2.7698
H: 2.4385 -1.2993 -3.0922
H: 3.4576 0.0386 -4.8461
H: 3.2082 1.5998 -3.8173
H: -0.4656 1.2655 -3.7809
H: 0.9355 1.3181 -2.5217
H: -1.0456 -0.6251 -0.8927
H: 0.7662 -0.0782 -0.8621
H: 1.3892 -2.2288 -0.1668
H: -0.3999 -2.8369 -0.3789
H: 0.1159 -3.6843 -2.4454
O: -1.0215 3.7547 -3.2555
S: -1.6564 5.0190 -3.5646
O: -0.9456 6.2762 -3.4846
O: -3.0371 5.1409 -2.7059
C: -2.9748 5.0015 -1.2937
C: -2.4177 6.2502 -0.6362
C: -2.4005 4.9008 -5.1714
H: -2.3952 4.1147 -1.0165
H: -3.9996 4.8404 -0.9419
H: -1.3660 6.3980 -0.8993
H: -2.4849 6.1781 0.4529
H: -2.9619 7.1395 -0.9695
H: -2.9738 3.9740 -5.2316
H: -1.5991 4.8949 -5.9134
H: -3.0441 5.7685 -5.3279
O: 0.9673 6.8537 3.3075
S: -0.0223 5.8011 3.4071
O: -1.4069 6.0108 3.0452
O: 0.0374 5.1597 4.9050
C: -0.1106 6.0244 6.0220
C: -1.5581 6.4334 6.2200
C: 0.5739 4.3787 2.5292
H: 0.5394 6.9002 5.9236
H: 0.2269 5.4694 6.9041
H: -1.9061 7.0620 5.3949
H: -1.6779 6.9997 7.1478
H: -2.2086 5.5536 6.2522
H: 1.6069 4.1851 2.8236
H: 0.5232 4.5977 1.4605
H: -0.0650 3.5251 2.7633
O: -5.3804 -1.1700 0.4766
S: -4.8821 -2.3397 1.1700
O: -3.4989 -2.4625 1.5745
O: -5.3036 -3.6717 0.3294
C: -4.9252 -3.7625 -1.0366
C: -3.4525 -4.0961 -1.1842
C: -5.9061 -2.6356 2.5889
H: -5.1790 -2.8414 -1.5716
H: -5.5195 -4.5683 -1.4811
H: -2.8248 -3.2747 -0.8258
H: -3.1994 -4.2802 -2.2320
H: -3.1945 -4.9810 -0.5937
H: -6.9543 -2.5852 2.2890
H: -5.6896 -1.8605 3.3272
H: -5.6649 -3.6173 3.0007
O: -1.8799 -6.9637 2.8287
S: -1.0986 -5.9490 2.1525
O: -1.3274 -5.5982 0.7680
O: 0.4852 -6.2790 2.3556
C: 0.9700 -7.5557 1.9651
C: 1.1086 -7.6600 0.4578
C: -1.1445 -4.4615 3.1192
H: 0.3302 -8.3514 2.3607
H: 1.9575 -7.6776 2.4231
H: 0.1303 -7.6261 -0.0309
H: 1.5925 -8.5995 0.1767
H: 1.6954 -6.8242 0.0637
H: -0.9335 -4.7071 4.1616
H: -2.1451 -4.0333 3.0299
H: -0.4051 -3.7613 2.7261

- charge = +1
- HOMO-LUMO gap (eV) = 8.029
- E_LUMO (eV) = -4.242
- highest occupied orbital energy (hartree) = -0.4509

Here are the Löwdin charges for atoms 1 to 5, given in e:
1 C -0.090
2 C -0.166
3 N -0.025
4 C -0.192
5 N -0.010



3.
Formula: C20H54F3N4O6
Source: OMol25
Level of theory: ωB97M-V/def2-TZVPD

Positions of all 87 atoms, in Å:
C: -2.4754 2.3457 -0.9717
C: -2.7114 1.5308 -2.2160
C: -4.0752 1.9136 -2.9398
O: -3.9053 3.2102 -3.5757
C: -4.9455 3.4428 -4.5185
N: -1.5964 1.7258 -3.1911
H: -1.4168 2.7094 -3.3340
H: -0.7319 1.3156 -2.8678
H: -1.8171 1.3202 -4.0893
H: -2.3241 3.3885 -1.2503
H: -1.6632 1.8388 -0.4507
H: -3.3326 2.2947 -0.3003
H: -2.6750 0.5085 -1.8396
H: -4.9127 1.8882 -2.2426
H: -4.4271 1.1432 -3.6259
H: -4.8248 4.3853 -5.0526
H: -5.9012 3.5068 -3.9982
H: -4.9417 2.7837 -5.3867
C: -2.7155 -3.3105 1.6358
C: -2.6860 -1.7911 1.2744
C: -2.1290 -0.8869 2.4010
O: -2.0557 0.4506 1.8357
C: -2.0400 1.4623 2.7961
N: -1.8383 -1.5375 0.0682
H: -1.9494 -0.5648 -0.1800
H: -0.8703 -1.7259 0.2865
H: -2.0880 -2.0600 -0.7592
H: -3.2341 -3.4210 2.5881
H: -1.7109 -3.7173 1.7515
H: -3.1801 -3.9191 0.8600
H: -3.6627 -1.3942 0.9977
H: -1.1820 -1.2557 2.7950
H: -2.7408 -0.9474 3.3011
H: -1.8789 2.4595 2.3866
H: -1.2890 1.3143 3.5721
H: -3.0395 1.5771 3.2155
C: 2.8770 2.4493 7.0412
C: 2.1924 1.2460 6.3345
C: 3.2054 0.2926 5.8992
O: 2.5224 -0.7999 5.2412
C: 3.4467 -1.8085 4.8231
N: 1.2411 0.5344 7.3382
H: 0.9638 -0.3170 6.8710
H: 1.6491 0.4078 8.2534
H: 0.4519 1.1471 7.4862
H: 2.1733 3.2812 7.0722
H: 3.7055 2.8212 6.4384
H: 3.2377 2.2093 8.0413
H: 1.4962 1.5515 5.5533
H: 3.7693 -0.0094 6.7817
H: 3.9379 0.7348 5.2239
H: 3.1448 -2.7859 4.4467
H: 4.0889 -1.9910 5.6847
H: 4.2141 -1.4995 4.1134
C: 1.7470 0.0307 -5.1833
C: 1.1418 -1.3091 -5.5611
C: 2.0379 -2.4870 -5.6050
O: 1.1559 -3.6279 -5.8772
C: 1.7302 -4.9423 -6.1054
N: -0.0313 -1.6452 -4.6562
H: -0.8535 -1.1705 -5.0008
H: -0.3076 -2.6165 -4.6385
H: 0.1868 -1.3006 -3.7323
H: 2.4285 0.2770 -5.9975
H: 2.3024 0.1382 -4.2516
H: 0.9671 0.7808 -5.0524
H: 0.6986 -1.3521 -6.5560
H: 2.5820 -2.5870 -4.6658
H: 2.8433 -2.3584 -6.3281
H: 0.8745 -5.5628 -6.3717
H: 2.0886 -5.3855 -5.1762
H: 2.4311 -5.0556 -6.9324
C: 1.5153 0.3947 -1.0629
O: 1.1925 -0.2337 0.1169
O: 0.6173 -0.1400 -2.0066
C: 1.5901 1.9879 -0.8980
F: 2.6012 2.3677 -0.0355
F: 1.9514 2.5309 -2.0336
F: 0.4720 2.6031 -0.3903
C: 2.1817 -0.2963 1.1265
C: 1.7324 0.5478 2.3261
H: 1.2439 1.4569 1.9753
H: 1.0010 0.0248 2.9423
H: 2.5386 0.8140 3.0097
H: 3.1976 -0.0076 0.8567
H: 2.2786 -1.3394 1.4275
H: 2.5131 0.0145 -1.2816

- charge = +3
- HOMO-LUMO gap (eV) = 8.278
- E_LUMO (eV) = -7.235
- highest occupied orbital energy (hartree) = -0.5701

Here are the Löwdin charges for atoms 1 to 5, given in e:
1 C -0.037
2 C -0.297
3 C -0.145
4 O -0.180
5 C -0.085



4.
Formula: C20H54N24O15
Source: OMol25
Level of theory: ωB97M-V/def2-TZVPD

Positions of all 113 atoms, in Å:
O: -0.2739 -1.9480 3.8492
C: -1.4804 -1.9744 3.7526
C: -2.3534 -2.6218 4.7837
C: -3.8251 -2.5134 4.5252
C: -4.4450 -1.5631 3.8121
C: -5.9180 -1.6387 3.6506
O: -6.6331 -0.6560 3.6100
C: -6.4750 -3.0176 3.6146
C: -5.8755 -3.9626 4.3423
C: -4.6845 -3.5716 5.1397
O: -4.4388 -4.0412 6.2350
H: -1.9438 -1.5684 2.8411
H: -2.0840 -3.6831 4.7431
H: -2.0823 -2.2638 5.7773
H: -3.9289 -0.7274 3.3545
H: -7.3530 -3.2063 3.0117
H: -6.2247 -4.9855 4.3880
C: 0.0876 1.1494 1.8892
O: -1.0867 0.7718 1.9011
N: 1.0323 0.5396 2.6480
N: 0.4933 2.1780 1.1021
H: 2.0004 0.7953 2.6558
H: 0.7135 -0.2183 3.2278
H: -0.2076 2.6569 0.5518
H: 1.4474 2.4791 1.0567
C: -3.2988 2.3898 4.5499
O: -2.6328 1.7602 5.3562
N: -3.2376 2.1814 3.2089
N: -4.1769 3.3708 4.9583
H: -3.7893 2.6979 2.5511
H: -2.6040 1.4733 2.8622
H: -4.2535 3.5352 5.9434
H: -4.7513 3.8905 4.3238
C: 0.4790 -2.3519 -0.7390
O: 1.1293 -2.9338 0.1297
N: 0.4202 -2.8220 -2.0139
N: -0.2432 -1.2312 -0.4683
H: -0.0966 -2.3812 -2.7502
H: 0.9269 -3.6667 -2.2262
H: -0.2181 -0.8686 0.4675
H: -0.7983 -0.7554 -1.1533
C: 3.6902 -1.0946 -3.0985
O: 2.6795 -0.4095 -3.1341
N: 4.8277 -0.7048 -3.7830
N: 3.8008 -2.2578 -2.4161
H: 5.6860 -1.2236 -3.7628
H: 4.7842 0.1678 -4.2743
H: 3.0034 -2.5837 -1.8990
H: 4.6285 -2.8213 -2.3870
C: 4.6004 -5.2538 -0.0029
O: 4.2809 -4.3916 -0.8005
N: 5.6914 -6.0630 -0.1745
N: 3.8709 -5.4565 1.1340
H: 5.9615 -6.7714 0.4797
H: 6.2355 -5.9309 -1.0053
H: 3.0802 -4.8496 1.2696
H: 4.0970 -6.1440 1.8261
C: -0.7602 5.5433 0.6629
O: -1.1203 4.5243 0.0860
N: -1.5776 6.6180 0.8199
N: 0.4862 5.6819 1.2098
H: -1.3201 7.4691 1.2960
H: -2.5028 6.5549 0.4398
H: 1.1165 4.9088 1.1352
H: 0.7844 6.5116 1.6858
C: -0.4023 -5.7585 -3.8649
O: 0.7011 -5.3408 -3.5564
N: -0.8583 -5.7246 -5.1543
N: -1.2672 -6.2803 -2.9447
H: -1.7613 -6.0581 -5.4310
H: -0.2421 -5.3440 -5.8471
H: -0.9657 -6.2916 -1.9883
H: -2.1825 -6.6169 -3.1727
C: -3.3515 8.7022 2.9050
O: -2.3613 9.0708 2.2802
N: -3.3931 7.4968 3.5534
N: -4.4797 9.4499 3.0040
H: -4.1895 7.1905 4.0789
H: -2.5850 6.9053 3.5007
H: -4.4777 10.3398 2.5435
H: -5.3039 9.1615 3.5104
C: -8.1625 9.8660 3.4422
O: -7.1961 9.4643 4.0768
N: -8.5543 11.1715 3.4793
N: -8.9123 9.0390 2.6599
H: -9.3427 11.5266 2.9734
H: -8.0212 11.7951 4.0555
H: -8.6444 8.0739 2.6201
H: -9.7075 9.3467 2.1339
C: 7.2203 -0.6842 -7.3603
O: 8.1977 -1.0135 -6.7024
N: 5.9701 -0.6067 -6.8219
N: 7.3534 -0.3791 -8.6792
H: 5.1572 -0.3412 -7.3438
H: 5.8716 -0.8336 -5.8510
H: 8.2864 -0.4368 -9.0617
H: 6.5893 -0.1023 -9.2645
C: -2.0753 -5.0945 1.4196
O: -3.0829 -4.4086 1.3466
N: -0.8457 -4.6461 1.0351
N: -2.1061 -6.3758 1.9134
H: -0.0066 -5.1885 1.1068
H: -0.7741 -3.7081 0.6801
H: -2.9950 -6.7344 2.2049
H: -1.2934 -6.9558 1.9939
C: 11.0780 -1.7374 -8.5698
O: 10.4152 -1.0114 -9.3013
N: 12.1603 -2.4335 -9.0520
N: 10.7907 -1.9181 -7.2551
H: 12.7240 -3.0358 -8.4846
H: 12.3851 -2.3189 -10.0213
H: 9.9926 -1.4063 -6.8988
H: 11.3086 -2.5353 -6.6608

- HOMO-LUMO gap (eV) = 8.653
- E_LUMO (eV) = -0.478
- highest occupied orbital energy (hartree) = -0.3356

Here are the Löwdin charges for atoms 1 to 5, given in e:
1 O 0.036
2 C -0.228
3 C -0.070
4 C -0.133
5 C 0.076